# 1
# C21H16N4O7PdS4

A structure of composition C21H16N4O7PdS4 (ωB97M-V with the def2-TZVPD basis set, OMol25).

Positions of all 53 atoms, in Å:
Pd (-2.43276, 0.48172, -0.76629)
S (0.55512, -1.90699, 4.49880)
S (-4.62147, 1.03379, -0.91985)
S (1.66908, -0.48896, -4.01361)
S (-3.12754, -0.48952, -2.68327)
O (-1.93680, 1.58225, 1.01201)
O (2.33506, 1.10762, -3.85785)
O (-0.17218, -3.11059, 4.79503)
O (1.48340, -1.38242, 5.46875)
O (2.87808, -1.30188, -4.03628)
O (-2.19144, -0.40447, 2.01984)
O (-0.32898, -0.02665, -0.87931)
N (-8.05992, 1.10890, -2.59913)
N (-5.72561, -1.33102, -5.40124)
N (-0.54377, -0.75797, 4.18442)
N (0.93598, -0.70582, -2.60923)
C (1.51002, 4.33738, -2.45980)
C (0.20575, 2.68133, -1.32189)
C (-1.24517, 1.38928, 3.27163)
C (3.55767, -2.58665, 1.91313)
C (2.08555, 3.35378, -3.24398)
C (0.56703, 4.00690, -1.49318)
C (-0.06056, 0.56314, 3.76396)
C (-5.75125, -0.71932, -4.42311)
C (-4.69174, 0.17029, -2.40432)
C (-1.85227, 0.78955, 2.00336)
C (1.55724, -2.35458, 0.61374)
C (1.46974, -2.15670, 3.00003)
C (2.83788, -2.36402, 3.07777)
C (0.82243, -2.14561, 1.76882)
C (-5.80414, 0.02728, -3.21398)
C (0.75987, 1.67845, -2.11286)
C (-7.04616, 0.62621, -2.86653)
C (3.70986, -2.81645, -0.59520)
C (1.71037, 2.02214, -3.07590)
C (0.40475, 0.24603, -1.86285)
C (2.93107, -2.58670, 0.67050)
H (-2.01463, 1.40331, 4.04863)
H (3.32574, -2.33612, 4.04289)
H (-0.92860, 2.41180, 3.07471)
H (-1.28576, -1.07239, 3.54534)
H (1.80070, 5.37162, -2.60567)
H (3.47787, -3.79655, -1.01753)
H (-0.50429, 2.39656, -0.55546)
H (4.78432, -2.77340, -0.41108)
H (3.45217, -2.07837, -1.35426)
H (0.42651, 1.04477, 4.61138)
H (0.11935, 4.77393, -0.87478)
H (4.62915, -2.74594, 1.96901)
H (0.67625, 0.47452, 2.95559)
H (-0.23918, -1.93631, 1.69490)
H (2.82528, 3.58739, -3.99883)
H (1.06094, -2.29453, -0.34697)

Atoms 1-2, force components in eV/Å:
0.31 0.36 0.25
-0.01 0.02 0.02

Summary:
HOMO level   -3.17 eV
Electronic energy   -3276.3793 a.u.
Total charge   -2

Atomic partial charges in e from the Mulliken method, atoms 1 to 8:
1 Pd 0.32
2 S 1.35
3 S -0.37
4 S 0.47
5 S -0.40
6 O -0.88
7 O -0.66
8 O -0.72

# 2
# H4O2

A cluster of 2 separate species, H4O2 in total at a distorted geometry (ωB97M-V with the def2-TZVPD basis set, OMol25).

Positions of all 6 atoms, in Å:
O (0.97066, -0.63537, -1.58521)
O (-0.41271, 0.76070, 1.07932)
H (-0.66996, 1.15584, 1.91233)
H (1.12711, -1.28383, -0.89873)
H (0.14644, -0.21688, -1.33669)
H (-1.16153, 0.21955, 0.82899)

Atoms 1-2, force components in eV/Å:
0.51 -0.16 -0.75
1.29 0.22 -0.70

Summary:
HOMO level (alpha / beta)   1.12 / -6.35 eV
⟨S²⟩   0.750
Electronic energy   -152.8291 a.u.
Total charge   -1
Multiplicity   2

The Mulliken scheme yields these atomic charges, measured in e:
1 O -1.51
2 O -2.26
3 H 0.94
4 H 0.51
5 H 0.60
6 H 0.72

# 3
# C2H4IN3O

The molecule C2H4IN3O at a distorted geometry (ωB97M-V with the def2-TZVPD basis set, OMol25).

Positions of all 11 atoms, in Å:
I (-2.86650, -0.40827, 0.17446)
O (0.15414, 0.02119, -0.34930)
N (-1.51530, -1.34508, -1.16458)
N (-0.22627, -1.20685, -1.04523)
N (-0.02054, -3.12743, 1.06771)
C (0.07647, -2.35281, 0.24933)
C (1.50104, -0.14521, 0.05137)
H (2.13965, -0.09856, -0.75049)
H (1.63367, 0.75195, 0.61624)
H (-1.88444, -1.02526, -2.04670)
H (1.42926, -1.00095, 0.78646)

Atoms 1-2, force components in eV/Å:
0.45 -0.35 -0.04
-0.71 -0.96 -1.48

Summary:
HOMO level   -9.70 eV
Electronic energy   -615.5941 a.u.

Atomic partial charges in e from the Mulliken method, atoms 1 to 8:
1 I 0.17
2 O -0.19
3 N -0.66
4 N 0.14
5 N -0.39
6 C 0.32
7 C -0.57
8 H 0.23